No. 1
C22H22FeNO | the ωB97M-V functional and the def2-TZVPD basis

Values from the calculation:
Orbital gap (spin up / spin down) = 0.1344 / 0.2044 Ha
2S+1 = 5
Net charge = -1

Structure (XYZ):
```
47
C22H22FeNO, DFT the ωB97M-V functional and the def2-TZVPD basis
C -2.80 3.23 1.12
O -2.89 2.06 0.29
C -2.11 0.98 0.59
C -1.27 0.88 1.71
C -0.56 -0.33 1.99
C -0.75 -1.42 1.11
C -1.54 -1.29 -0.06
C -2.23 -0.12 -0.32
N -0.11 -2.62 1.37
C 0.80 -2.76 2.36
C 1.05 -1.68 3.21
C 0.36 -0.48 3.05
H -3.46 3.97 0.67
H -3.14 3.00 2.14
H -1.77 3.61 1.14
H -1.15 1.73 2.38
H -1.58 -2.10 -0.78
H -2.88 0.00 -1.19
H 1.30 -3.73 2.45
H 1.79 -1.81 4.00
H 0.51 0.36 3.73
C -0.80 -4.43 -0.79
C -0.07 -5.20 0.05
C 1.32 -5.61 -0.29
C 1.80 -6.93 -0.71
C 3.23 -6.84 -0.92
C 3.65 -5.49 -0.61
C 2.48 -4.74 -0.22
Fe 2.26 -5.51 -2.02
C 1.22 -4.27 -3.18
C 0.96 -5.66 -3.50
C 2.24 -6.27 -3.84
C 3.28 -5.26 -3.70
C 2.64 -4.03 -3.26
H -1.89 -4.37 -0.80
H -0.34 -3.38 0.77
H -0.27 -3.71 -1.43
H -0.50 -5.75 0.91
H 1.19 -7.82 -0.79
H 3.90 -7.66 -1.18
H 4.68 -5.13 -0.59
H 2.45 -3.72 0.16
H 0.46 -3.51 -3.05
H -0.02 -6.14 -3.56
H 2.36 -7.28 -4.22
H 4.33 -5.38 -3.96
H 3.12 -3.06 -3.12
```

These are the Mulliken partial charges, in e, on atoms 1 to 2:
1. C -0.805
2. O -0.446

***

No. 2
C12H17N | the ωB97M-V functional and the def2-TZVPD basis

Values from the calculation:
Orbital gap (spin up / spin down) = 0.0996 / 0.2397 Ha
2S+1 = 2
Energy relative to the best compared isomer or geometry (same formula, charge and spin) = 21.4 kcal/mol
Net charge = -1

Structure (XYZ):
```
30
C12H17N, DFT the ωB97M-V functional and the def2-TZVPD basis
C 0.89 2.79 -1.87
C -0.49 2.86 -2.52
C 0.83 1.64 -0.87
C 0.52 1.61 0.45
C 0.80 0.28 -1.40
C 0.58 -0.57 -0.24
C 1.16 -0.31 -2.63
C 0.31 -1.97 -0.42
C 1.04 -1.69 -2.78
C 0.61 -2.45 -1.71
N 0.56 0.24 0.85
H 1.55 2.45 -2.67
H 1.10 3.70 -1.30
H -0.75 2.16 -3.32
H 0.47 2.28 1.30
H -0.06 -0.02 1.60
H 1.47 0.33 -3.46
H 0.21 -2.70 0.37
H 1.29 -2.18 -3.72
H 0.35 -3.49 -1.88
H -0.56 3.78 -3.13
H -1.35 2.95 -1.86
C -1.14 -2.02 3.36
C -1.49 -0.94 4.37
H -1.54 -1.73 2.38
H -0.06 -2.16 3.28
H -1.66 -2.93 3.70
H -1.13 0.09 4.21
H -0.95 -1.10 5.32
H -2.56 -0.89 4.59
```

These are the Mulliken partial charges, in e, on atoms 1 to 2:
1. C -0.554
2. C -1.126

***

No. 3
CH4IN2S | the ωB97M-V functional and the def2-TZVPD basis

Values from the calculation:
SMILES = N/C=[NH+]/SI
Orbital gap = 0.2563 Ha
Energy relative to the best compared isomer or geometry (same formula, charge and spin) = 28.2 kcal/mol
Net charge = +1

Structure (XYZ):
```
9
CH4IN2S, DFT the ωB97M-V functional and the def2-TZVPD basis
N -0.67 0.24 -1.46
C 0.03 -0.09 -0.34
N -0.45 -0.17 0.89
S 0.39 -0.61 2.27
I 2.78 0.52 1.60
H -0.10 0.02 -2.27
H -1.59 0.50 -1.41
H 0.96 -0.54 -0.48
H -1.34 0.13 1.19
```

These are the Mulliken partial charges, in e, on atoms 1 to 2:
1. N -0.287
2. C 0.186

***

No. 4
C9H9N3O2 | the ωB97M-V functional and the def2-TZVPD basis

Values from the calculation:
Orbital gap = 0.3260 Ha
Energy relative to the best compared isomer or geometry (same formula, charge and spin) = 323.2 kcal/mol

Structure (XYZ):
```
23
C9H9N3O2, DFT the ωB97M-V functional and the def2-TZVPD basis
C -2.61 -1.34 -0.84
H -2.04 -1.99 -1.67
H -2.71 -1.83 -0.06
H -3.54 -0.98 -1.34
C -1.70 -0.37 -0.72
N -0.50 -0.78 -0.07
C 0.66 -0.17 0.10
C 1.15 1.25 -0.55
C 2.45 1.54 -0.30
C 3.42 0.52 0.34
C 2.91 -0.49 0.73
C 1.52 -0.90 0.39
N 0.92 -2.31 0.61
N -0.28 -1.85 0.40
H 3.63 -1.44 1.00
H 4.35 0.82 0.62
H 2.92 2.32 -0.41
H 0.46 1.91 -0.76
C -2.20 0.76 0.51
O -3.06 0.30 1.55
O -1.91 1.91 0.42
H -2.31 2.53 1.42
H -1.55 0.59 -1.37
```

These are the Mulliken partial charges, in e, on atoms 1 to 2:
1. C -1.557
2. H 0.306